Entry 1:
ORCA calculation (ωB97M-V with the def2-TZVPD basis set) on a structure of composition C13H20N3O7SSe3W.

```
48
Properties=species:S:1:pos:R:3:forces:R:3
W 0.32563 1.32181 0.63881 0.14 0.06 -0.14
C 2.50122 -1.59129 -1.57976 0.03 0.00 0.01
C 2.90655 -1.32927 -0.13133 -0.09 0.00 -0.02
C 4.24894 -1.97231 0.18897 0.01 0.01 -0.01
O 1.89988 -1.84489 0.76181 -0.02 0.02 -0.02
C 3.03553 0.18873 0.06305 0.18 -0.05 0.19
O 3.91126 0.78257 -0.49782 -0.07 0.03 -0.09
O 2.20968 0.79493 0.92885 -0.12 -0.06 -0.05
H 2.41491 -2.66604 -1.75275 0.00 0.01 0.00
H 3.24894 -1.18331 -2.25771 0.00 0.00 0.00
H 1.54849 -1.11068 -1.81026 -0.02 0.01 -0.01
H 4.19901 -3.04826 0.00289 0.00 0.00 0.00
H 4.51446 -1.80507 1.23276 0.00 0.00 0.01
H 5.02691 -1.54783 -0.44120 0.00 0.00 0.00
H 2.02587 -2.80105 0.78203 0.00 0.01 -0.01
C -3.53286 1.35083 -0.00704 -0.01 -0.02 -0.02
Se -2.26757 0.57438 1.24130 -0.01 -0.04 0.00
C -4.34107 -2.47332 0.75903 0.01 0.01 -0.03
C -4.36486 -2.52077 -0.56441 0.00 -0.02 0.03
Se -0.94323 -0.82794 -0.14478 -0.02 -0.12 0.02
C -1.62764 -0.39008 -1.91300 0.00 0.05 0.03
H -4.05705 2.10126 0.58317 0.01 0.01 0.00
H -4.22265 0.56808 -0.31113 0.02 0.00 0.00
H -3.01381 1.82427 -0.83127 -0.01 0.00 0.02
H -5.22823 -2.24364 1.33584 0.01 0.03 0.00
H -3.44014 -2.69900 1.31763 0.00 -0.01 0.00
H -5.27309 -2.33457 -1.12421 0.01 0.02 -0.01
H -3.48543 -2.79579 -1.13562 -0.01 -0.02 -0.01
H -1.12479 -1.09427 -2.57394 0.04 0.03 -0.01
H -1.36730 0.63118 -2.16461 -0.01 -0.02 -0.01
H -2.69682 -0.57621 -1.92466 -0.02 -0.02 0.02
O 1.17950 3.16952 0.02058 0.02 -0.04 0.04
S 0.35144 2.93334 -1.23737 -0.03 0.00 -0.01
O 0.47962 3.81443 -2.32400 0.01 0.01 0.00
O -0.99345 2.72983 -0.59369 -0.04 0.06 0.05
O 0.74731 1.46172 -1.43769 -0.01 0.01 -0.04
Se 1.33256 3.52720 3.59027 -0.02 0.00 -0.04
N 1.48760 2.44355 4.97209 -0.07 0.02 0.03
C 1.06690 1.23976 4.60946 0.08 -0.10 -0.03
C 1.08541 -0.00142 5.31579 0.03 -0.03 -0.01
C 0.73300 -1.12304 4.62197 -0.01 0.02 0.01
C 0.34867 -1.07855 3.24519 -0.04 0.01 0.04
N 0.26703 0.04796 2.58828 0.07 0.02 0.05
C 0.62196 1.15992 3.27649 -0.09 0.17 -0.01
N 0.64248 2.25782 2.54527 0.05 -0.04 0.02
H 1.40061 -0.04373 6.34950 -0.02 -0.01 0.00
H 0.75378 -2.09026 5.10325 0.00 0.00 0.00
H 0.11374 -1.98951 2.71069 0.00 0.00 0.00
```
Forces are in eV/Å.

The lowest unoccupied orbital energy (spin up / spin down) comes out at -5.171 / -5.173 eV. The HOMO energy (spin up / spin down) is -0.39200 / -0.39164 Ha. As for the total charge: +1. The value obtained for the electronic energy is -241300.287 eV. As for the energy above the lowest of the compared OMol25 structures with the same formula, charge and spin: 0.788 eV.

The net atomic charges from natural (NBO), expressed in e, are:
1 W 1.39
2 C -0.62
3 C 0.14
4 C -0.62
5 O -0.75
6 C 0.79
7 O -0.54
8 O -0.76
9 H 0.21
10 H 0.25
11 H 0.20
12 H 0.21
13 H 0.22
14 H 0.25
15 H 0.48
16 C -0.78
17 Se 0.38
18 C -0.39
19 C -0.40
20 Se 0.46
21 C -0.77
22 H 0.26
23 H 0.25
24 H 0.27
25 H 0.21
26 H 0.19
27 H 0.21
28 H 0.19
29 H 0.26
30 H 0.26
31 H 0.25
32 O -0.88
33 S 2.53
34 O -0.84
35 O -0.95
36 O -0.91
37 Se 1.16
38 N -0.58
39 C 0.13
40 C -0.10
41 C -0.26
42 C 0.18
43 N -0.46
44 C 0.25
45 N -0.68
46 H 0.26
47 H 0.25
48 H 0.23

Entry 2:
ORCA calculation (ωB97M-V with the def2-TZVPD basis set) on a structure of composition C13H20N3Sr.

```
37
Properties=species:S:1:pos:R:3:forces:R:3
C 2.36718 2.68685 -0.26638 2.49 0.35 -0.56
Sr 0.87018 1.27132 -1.37727 -4.76 -2.58 -1.93
N -0.83759 -0.28053 -2.76598 -0.41 -0.38 -0.29
N -0.20698 3.17621 -2.91990 -0.14 0.10 0.02
H -1.70184 -0.42312 -2.23293 0.26 0.10 -0.08
H 2.62149 1.91189 -1.29058 2.10 2.74 2.28
H 3.03041 2.34566 0.53795 -0.08 0.09 -0.05
H 1.33420 2.80799 0.16005 0.31 0.06 -0.16
H 2.71053 3.67554 -0.59802 -0.12 -0.31 0.07
H -1.22954 3.21921 -2.87661 0.10 0.04 0.05
H 0.03552 3.05319 -3.90728 0.13 -0.06 -0.01
H 0.13836 4.10094 -2.64968 -0.06 -0.06 -0.02
H -1.11594 0.08296 -3.68220 0.14 -0.10 0.28
H -0.45378 -1.21626 -2.93080 -0.03 0.29 0.04
C 2.56989 -3.44618 0.18446 0.08 -0.08 -0.11
C 3.02242 -2.16704 -0.16785 -0.11 -0.17 0.27
C 2.23753 -1.04898 0.09205 -0.27 -0.08 0.34
C 0.91239 -1.20880 0.60426 -0.89 0.78 -0.04
C 0.47696 -2.50681 0.97052 0.37 -0.37 -0.12
C 1.30577 -3.60810 0.77097 0.12 0.50 -0.06
N 0.06797 -0.10383 0.56005 0.39 0.03 0.24
C -1.13037 0.00087 1.25000 0.60 -0.33 -0.27
C -2.17284 0.79308 0.68651 0.08 -0.41 0.27
C -3.42028 0.83774 1.30118 0.25 -0.03 0.23
C -3.64605 0.15927 2.50850 0.02 -0.08 0.07
C -2.60293 -0.55880 3.11304 0.04 0.31 -0.41
C -1.35212 -0.62516 2.50119 -0.44 0.10 -0.03
H 3.20488 -4.31696 0.01505 -0.15 0.24 0.00
H 4.00266 -2.03685 -0.63352 -0.26 -0.05 0.23
H 2.65721 -0.03172 -0.02419 -0.20 -0.79 -0.04
H -0.51920 -2.63187 1.39704 0.35 -0.04 -0.26
H 0.96037 -4.59877 1.07379 0.12 0.22 -0.13
H -1.98435 1.33765 -0.25226 -0.16 -0.33 0.51
H -4.22724 1.40964 0.83714 0.22 -0.13 0.16
H -4.62765 0.19558 2.98233 0.23 0.00 -0.13
H -2.76169 -1.07301 4.06312 -0.01 0.17 -0.22
H -0.53553 -1.18281 2.96620 -0.30 0.26 -0.13
```
Forces are in eV/Å.

The lowest unoccupied orbital energy (spin up / spin down) comes out at 2.543 / 2.654 eV. The HOMO energy (spin up / spin down) is -0.02248 / -0.01525 Ha. As for the total charge: -1. The value obtained for the electronic energy is -19109.438 eV.

The net atomic charges from natural (NBO), expressed in e, are:
1 C -1.05
2 Sr 0.45
3 N -1.16
4 N -1.22
5 H 0.38
6 H 0.08
7 H 0.24
8 H 0.20
9 H 0.25
10 H 0.38
11 H 0.38
12 H 0.38
13 H 0.38
14 H 0.38
15 C -0.30
16 C -0.18
17 C -0.35
18 C 0.16
19 C -0.27
20 C -0.21
21 N -0.91
22 C 0.28
23 C -0.31
24 C -0.20
25 C -0.30
26 C -0.20
27 C -0.33
28 H 0.20
29 H 0.21
30 H 0.19
31 H 0.21
32 H 0.20
33 H 0.20
34 H 0.20
35 H 0.20
36 H 0.20
37 H 0.21